Entry 1:
Molecular formula: C19H21F3N4O3S
Method: DFT, wB97M-V/def2-TZVPD

The HOMO-LUMO gap is 9.6 eV. The calculation puts the largest force on an atom at 0.031 Eh/bohr. The calculated total energy comes out at -51136.1594 eV.

CARTESIAN COORDINATES (ANGSTROEM)
O -0.74 -0.19 -0.22
C -1.16 -1.08 -0.94
N -1.05 -1.09 -2.27
H -1.38 -1.90 -2.79
C -0.33 -0.09 -3.04
C -1.27 0.58 -4.04
C -0.51 1.64 -4.84
C 0.68 1.01 -5.56
C 1.61 0.33 -4.56
C 0.85 -0.73 -3.76
H 1.52 -1.20 -3.05
H 0.48 -1.50 -4.44
H 2.44 -0.14 -5.08
H 2.02 1.08 -3.88
H 1.22 1.78 -6.11
H 0.32 0.28 -6.28
H -0.16 2.42 -4.17
H -1.18 2.10 -5.56
H -2.11 1.04 -3.51
H -1.67 -0.17 -4.72
H 0.02 0.65 -2.31
C -1.85 -2.32 -0.36
H -1.87 -2.26 0.73
H -2.86 -2.43 -0.75
S -0.93 -3.83 -0.88
C 0.65 -3.18 -0.57
N 1.70 -3.21 -1.32
N 2.62 -2.43 -0.72
C 2.09 -1.96 0.36
O 0.83 -2.42 0.53
C 2.64 -0.97 1.32
N 1.58 -0.17 1.87
C 1.34 -0.18 3.21
O 2.07 -0.76 3.99
C 0.15 0.60 3.66
C 0.17 1.04 4.99
C -0.91 1.76 5.49
C -2.02 2.02 4.69
C -2.04 1.57 3.39
C -0.97 0.86 2.87
H -1.02 0.51 1.85
H -2.90 1.76 2.77
H -2.85 2.58 5.10
C -0.91 2.23 6.92
F -1.65 1.43 7.71
F -1.43 3.46 7.05
F 0.31 2.27 7.46
H 1.03 0.82 5.60
H 0.90 0.22 1.23
H 3.13 -1.47 2.16
H 3.38 -0.36 0.79

These are the Mulliken partial charges, in e, on atoms 1 to 6: O -0.68; C 0.32; N 0.07; H 0.39; C -0.04; C -0.86

***

Entry 2:
Molecular formula: C31H24AuCl2N2OPS
Method: DFT, wB97M-V/def2-TZVPD

Its expectation value of S² is 2.048. Its multiplicity is 3. The HOMO-LUMO gap (spin up / spin down) is 6.8 / 5.5 eV. The calculation puts the largest force on an atom at 0.019 Eh/bohr. The calculated total energy comes out at -86424.6224 eV. For the energy above the lowest of the compared OMol25 structures with the same formula, charge and spin, the calculation gives 0.00 kcal per mole.

CARTESIAN COORDINATES (ANGSTROEM)
Au 0.47 -0.04 1.19
C 1.06 1.29 -4.17
C 1.20 2.35 -3.10
C 1.34 3.68 -3.49
C 1.46 4.71 -2.57
C 1.45 4.44 -1.22
C 1.30 3.13 -0.80
C 1.18 2.08 -1.72
P 1.00 0.43 -0.99
C -0.28 -0.47 -1.93
C 0.04 -1.68 -2.53
C -0.94 -2.46 -3.14
C -2.25 -2.01 -3.14
C -2.58 -0.81 -2.54
C -1.61 -0.01 -1.92
C -2.03 1.30 -1.29
C 2.59 -0.42 -1.21
C 3.63 0.06 -1.98
C 4.91 -0.50 -1.88
C 5.14 -1.51 -0.96
C 4.11 -1.98 -0.16
C 2.81 -1.48 -0.29
C 1.70 -2.00 0.51
H 1.50 1.64 -5.10
H 0.01 1.05 -4.35
H 1.55 0.35 -3.90
H 1.36 3.90 -4.56
H 1.57 5.74 -2.92
H 1.54 5.24 -0.49
H 1.27 2.90 0.26
H 1.07 -2.02 -2.53
H -0.67 -3.40 -3.60
H -3.03 -2.62 -3.60
H -3.61 -0.47 -2.53
H -3.11 1.33 -1.15
H -1.74 2.15 -1.91
H -1.58 1.44 -0.31
H 3.47 0.90 -2.65
H 5.71 -0.12 -2.50
H 6.14 -1.92 -0.85
H 4.30 -2.76 0.57
H 1.95 -2.63 1.35
H 0.79 -2.30 0.00
Cl -3.80 -3.40 1.28
C -3.12 -2.49 2.57
C -3.70 -2.54 3.82
C -3.17 -1.82 4.87
Cl -3.92 -1.95 6.41
C -2.00 -1.01 4.70
C -1.43 -0.25 5.74
C -0.32 0.51 5.50
C 0.23 0.52 4.22
N -0.29 -0.19 3.22
C -1.40 -0.94 3.43
C -1.94 -1.71 2.28
O -1.38 -1.73 1.19
H -4.59 -3.13 3.97
H -1.88 -0.28 6.72
H 0.13 1.11 6.28
H 1.10 1.12 3.99
S -3.43 0.71 2.03
C -4.34 0.56 3.41
N -4.93 0.40 4.41

These are the Mulliken partial charges, in e, on atoms 1 to 6: Au 0.34; C -1.59; C 0.99; C -0.85; C -0.66; C -0.75

***

Entry 3:
Molecular formula: C4H4ClF
Method: DFT, wB97M-V/def2-TZVPD

Its expectation value of S² is 2.007. Its multiplicity is 3. The HOMO-LUMO gap (spin up / spin down) is 6.5 / 8.7 eV. The calculation puts the largest force on an atom at 0.196 Eh/bohr. The calculated total energy comes out at -19445.2300 eV. For the energy above the lowest of the compared OMol25 structures with the same formula, charge and spin, the calculation gives 46.78 kcal per mole.

CARTESIAN COORDINATES (ANGSTROEM)
C 1.21 -1.38 1.51
C 0.04 -1.21 1.67
C -0.49 1.34 -2.14
C -0.77 1.23 -0.85
F -0.39 0.24 -2.90
Cl -0.95 2.60 0.15
H 2.23 -1.51 1.31
H -0.98 -1.10 1.89
H -0.32 2.25 -2.70
H -0.88 0.28 -0.37

These are the Mulliken partial charges, in e, on atoms 1 to 6: C -0.21; C -0.57; C -0.33; C -0.12; F -0.21; Cl -0.13

***

Entry 4:
Molecular formula: C59H48BrCl8GeN3OP2SW
Method: DFT, wB97M-V/def2-TZVPD

Its expectation value of S² is 0.779. Its multiplicity is 2. The HOMO-LUMO gap (spin up / spin down) is 4.6 / 4.4 eV. The calculation puts the largest force on an atom at 0.027 Eh/bohr. As for the net charge: +3. The calculated total energy comes out at -326431.5876 eV. For the energy above the lowest of the compared OMol25 structures with the same formula, charge and spin, the calculation gives 19.95 kcal per mole.

CARTESIAN COORDINATES (ANGSTROEM)
W -1.13 -0.20 0.27
Cl -4.18 -0.48 2.77
C -2.86 0.62 2.99
C -1.75 0.67 2.13
C -0.72 1.46 2.59
Cl 0.66 1.40 1.55
C -0.68 2.21 3.75
Cl 0.71 3.10 4.15
C -1.82 2.20 4.54
Cl -1.87 3.12 5.97
C -2.91 1.39 4.16
Cl -4.27 1.33 5.19
O -6.86 -0.14 -2.22
C -5.69 -0.01 -1.62
C -5.45 0.81 -0.51
C -4.19 0.88 0.02
N -3.16 0.15 -0.46
C -3.42 -0.57 -1.56
Br -1.79 -1.25 -2.22
C -4.61 -0.73 -2.18
H -7.55 0.40 -1.80
H -6.24 1.42 -0.09
H -3.97 1.54 0.84
H -4.74 -1.33 -3.07
C 7.32 -2.93 0.03
S 6.87 -2.48 1.72
C 5.07 -2.47 1.54
C 4.52 -1.30 0.72
C 3.27 -0.63 1.30
N 1.96 -1.17 0.78
P 0.58 -1.67 1.63
C 0.83 -1.54 3.41
C 2.03 -2.03 3.94
C 2.26 -2.03 5.30
C 1.28 -1.56 6.17
C 0.06 -1.13 5.66
C -0.16 -1.12 4.29
C 0.36 -3.45 1.34
C 0.62 -4.39 2.34
C 0.58 -5.75 2.07
C 0.26 -6.19 0.79
C -0.06 -5.27 -0.20
C -0.02 -3.92 0.08
P 1.36 -0.63 -0.72
C 1.59 -2.03 -1.86
C 2.34 -3.11 -1.40
C 2.64 -4.18 -2.24
C 2.17 -4.19 -3.54
C 1.41 -3.13 -4.01
C 1.13 -2.05 -3.18
C 2.48 0.63 -1.36
C 3.51 0.18 -2.20
C 4.44 1.08 -2.70
C 4.34 2.43 -2.40
C 3.31 2.89 -1.60
C 2.38 2.00 -1.09
H 8.41 -2.98 0.00
H 7.00 -2.18 -0.69
H 6.93 -3.91 -0.23
H 4.70 -2.44 2.56
H 4.77 -3.43 1.12
H 4.30 -1.63 -0.30
H 5.29 -0.53 0.63
H 3.29 0.44 1.10
H 3.24 -0.73 2.38
H 2.79 -2.46 3.29
H 3.20 -2.40 5.69
H 1.46 -1.56 7.23
H -0.72 -0.80 6.33
H -1.14 -0.82 3.93
H 0.86 -4.07 3.35
H 0.80 -6.46 2.85
H 0.23 -7.25 0.58
H -0.33 -5.61 -1.19
H -0.27 -3.23 -0.72
H 2.69 -3.13 -0.38
H 3.24 -4.99 -1.86
H 2.39 -5.03 -4.19
H 1.06 -3.12 -5.03
H 0.60 -1.21 -3.62
H 3.60 -0.86 -2.46
H 5.23 0.72 -3.34
H 5.07 3.13 -2.80
H 3.21 3.94 -1.38
H 1.56 2.40 -0.52
Cl -5.50 -3.25 1.48
C -3.84 -3.85 1.61
Cl -3.60 -5.25 0.58
Cl -3.37 -4.14 3.27
C -2.97 -2.76 1.11
N -2.30 -1.93 0.72
C -5.59 3.43 -2.88
C -5.19 4.02 -1.68
C -3.96 3.69 -1.12
C -3.11 2.77 -1.74
C -3.52 2.22 -2.95
C -4.75 2.54 -3.52
Ge -1.33 2.31 -1.05
C -0.33 2.53 -2.72
C -0.43 3.80 -3.29
C 0.19 4.08 -4.50
C 0.88 3.09 -5.18
C 0.96 1.81 -4.64
C 0.35 1.55 -3.42
C -0.91 3.76 0.19
C 0.14 4.64 -0.10
C 0.39 5.74 0.70
C -0.40 5.99 1.81
C -1.45 5.13 2.11
C -1.70 4.03 1.31
H -6.54 3.71 -3.32
H -5.82 4.75 -1.20
H -3.66 4.20 -0.21
H -2.85 1.56 -3.51
H -5.03 2.11 -4.47
H -0.99 4.59 -2.80
H 0.11 5.07 -4.92
H 1.35 3.31 -6.13
H 1.50 1.03 -5.16
H 0.42 0.56 -3.00
H 0.76 4.48 -0.98
H 1.20 6.41 0.46
H -0.22 6.86 2.43
H -2.09 5.34 2.97
H -2.54 3.39 1.56

These are the Mulliken partial charges, in e, on atoms 1 to 6: W -0.68; Cl -0.10; C 0.92; C -0.86; C 0.73; Cl -0.16

***

Entry 5:
Molecular formula: C15H31BClFN5NbO4P
Method: DFT, wB97M-V/def2-TZVPD

The HOMO-LUMO gap is 6.5 eV. The calculation puts the largest force on an atom at 0.094 Eh/bohr. As for the net charge: -1. The calculated total energy comes out at -58451.7334 eV.

CARTESIAN COORDINATES (ANGSTROEM)
C -0.88 -2.82 0.55
C 0.31 -2.33 -0.28
C 0.05 -1.08 -1.15
Cl -1.26 -1.48 -2.36
Nb -0.12 0.94 -0.07
C 1.90 1.53 -0.92
N 1.86 2.16 -2.26
C -2.01 0.46 1.08
B -3.25 0.00 0.28
O -3.95 -1.16 0.73
O -3.81 0.65 -0.83
C -1.26 2.00 -1.78
O -1.11 1.79 -2.91
N -2.27 3.08 -1.42
C -1.72 4.30 -1.21
O -2.27 5.20 -0.73
F -0.47 4.47 -1.60
P 1.19 0.19 2.02
C 2.98 -0.16 1.65
C 1.12 1.43 3.40
H -0.75 -3.90 0.68
H -0.88 -2.41 1.56
H -1.80 -2.69 0.01
H 0.51 -3.12 -1.00
H 1.22 -2.25 0.29
H 0.95 -1.00 -1.75
H -0.15 2.60 0.73
H 2.58 0.68 -0.99
H 2.40 2.23 -0.22
H 1.77 3.16 -2.22
H 2.73 1.92 -2.72
H -2.29 1.35 1.66
H -1.78 -0.28 1.83
H -4.01 -1.82 0.02
H -4.03 -0.03 -1.48
H -2.70 2.84 -0.53
H 3.54 0.78 1.60
H 3.39 -0.70 2.50
H 3.13 -0.79 0.78
H 2.00 2.06 3.35
H 0.25 2.05 3.21
H 1.06 0.94 4.36
C 5.57 -0.50 -1.31
C 5.04 0.29 -2.42
N 4.62 0.90 -3.27
H 5.43 -1.56 -1.51
H 6.63 -0.29 -1.18
H 5.04 -0.24 -0.39
C -6.16 3.07 1.15
C -5.28 2.78 2.29
N -4.57 2.55 3.14
H -7.20 2.93 1.45
H -6.01 4.09 0.83
H -5.92 2.39 0.33
C 1.55 -6.63 -0.41
C 2.20 -5.35 -0.65
N 2.71 -4.35 -0.84
H 1.19 -6.67 0.62
H 0.71 -6.75 -1.08
H 2.26 -7.44 -0.57

These are the Mulliken partial charges, in e, on atoms 1 to 6: C -1.15; C 0.01; C -0.21; Cl -0.23; Nb -1.00; C -0.33

***

Entry 6:
Molecular formula: C40H44NPRhSSi
Method: DFT, wB97M-V/def2-TZVPD

The HOMO-LUMO gap (spin up / spin down) is 6.9 / 6.9 eV. The calculation puts the largest force on an atom at 0.010 Eh/bohr. As for the net charge: +1. The calculated total energy comes out at -74689.1545 eV. For the energy above the lowest of the compared OMol25 structures with the same formula, charge and spin, the calculation gives 47.41 kcal per mole.

CARTESIAN COORDINATES (ANGSTROEM)
Rh -0.42 -0.37 0.55
S 3.27 2.51 -1.70
C 3.86 1.05 -2.43
C 4.94 0.89 -3.29
C 5.22 -0.38 -3.74
C 4.44 -1.47 -3.34
C 3.36 -1.31 -2.49
C 3.06 -0.03 -2.02
N 2.03 0.31 -1.15
C 2.02 1.57 -0.92
C 1.07 2.21 -0.01
C 0.99 3.59 0.15
C 0.13 4.16 1.08
C -0.63 3.37 1.91
C -0.56 1.98 1.77
C 0.22 1.43 0.78
H 5.54 1.74 -3.59
H 6.06 -0.54 -4.41
H 4.68 -2.46 -3.71
H 2.77 -2.16 -2.20
H 1.60 4.24 -0.47
H 0.09 5.24 1.17
H -1.28 3.80 2.67
H -1.15 1.34 2.43
C -5.38 -3.92 -1.62
C -4.02 -4.07 -1.84
C -3.14 -3.07 -1.46
C -3.60 -1.89 -0.87
C -4.97 -1.75 -0.66
C -5.86 -2.75 -1.04
Si -2.55 -0.41 -0.40
C -3.48 0.64 0.84
C -4.01 1.88 0.46
C -4.67 2.68 1.38
C -4.82 2.25 2.70
C -4.32 1.01 3.08
C -3.66 0.22 2.16
C -1.92 0.56 -1.87
C -1.80 -0.09 -3.11
C -1.27 0.56 -4.21
C -0.85 1.89 -4.09
C -0.97 2.55 -2.88
C -1.49 1.89 -1.78
H -6.07 -4.70 -1.91
H -3.64 -4.98 -2.29
H -2.08 -3.21 -1.64
H -5.37 -0.86 -0.18
H -6.92 -2.62 -0.86
H -3.90 2.23 -0.56
H -5.08 3.63 1.07
H -5.34 2.87 3.41
H -4.45 0.67 4.10
H -3.27 -0.74 2.48
H -2.13 -1.12 -3.22
H -1.19 0.05 -5.16
H -0.44 2.40 -4.95
H -0.65 3.58 -2.79
H -1.57 2.42 -0.83
C -0.55 -5.24 1.91
C -1.18 -4.02 1.23
C -2.33 -3.48 2.08
P 0.01 -2.67 0.83
C 1.12 -2.54 2.32
C 2.34 -3.46 2.36
C 1.59 -1.08 2.47
C 1.05 -3.20 -0.61
C 0.46 -2.69 -1.94
C 1.38 -4.68 -0.74
H -1.30 -6.03 1.99
H -0.22 -5.00 2.92
H 0.30 -5.66 1.36
H -1.59 -4.34 0.26
H -1.99 -3.22 3.08
H -3.10 -4.25 2.18
H -2.79 -2.61 1.62
H 0.48 -2.78 3.17
H 2.08 -4.51 2.19
H 2.81 -3.40 3.34
H 3.08 -3.17 1.61
H 2.22 -0.78 1.62
H 2.19 -0.96 3.38
H 0.74 -0.39 2.56
H 1.97 -2.63 -0.41
H -0.52 -3.13 -2.14
H 1.11 -2.99 -2.76
H 0.37 -1.61 -1.96
H 0.47 -5.27 -0.88
H 1.93 -5.09 0.11
H 1.99 -4.83 -1.63

These are the Mulliken partial charges, in e, on atoms 1 to 6: Rh -0.37; S -0.39; C 0.45; C -0.83; C -0.53; C -1.14

***

Entry 7:
Molecular formula: C24H33Cl2F14IN4O7S
Method: DFT, wB97M-V/def2-TZVPD

The HOMO-LUMO gap is 8.5 eV. The calculation puts the largest force on an atom at 0.037 Eh/bohr. The calculated total energy comes out at -127739.1637 eV. For the energy above the lowest of the compared OMol25 structures with the same formula, charge and spin, the calculation gives 0.00 kcal per mole.

CARTESIAN COORDINATES (ANGSTROEM)
C 4.23 -5.07 2.32
C 4.18 -5.48 0.83
C 3.24 -4.55 0.04
C 1.80 -4.88 0.36
O 0.83 -3.92 -0.11
N 1.17 -2.68 0.31
C 1.16 -2.45 1.86
O 0.09 -2.71 2.33
O 2.23 -2.10 2.30
C 1.43 -1.78 -0.57
N 1.73 -0.50 -0.06
C 2.47 0.38 -0.96
I 3.67 1.58 0.40
O 1.52 1.11 -1.66
C 1.86 2.35 -2.30
C 0.95 3.47 -1.79
N 1.60 4.51 -1.00
C 0.80 5.02 0.10
C 0.93 4.28 1.41
C -0.14 4.70 2.43
O 2.22 4.53 1.94
C 3.31 -0.56 -1.84
S 4.45 0.23 -2.97
O 3.76 0.68 -4.12
O 5.37 1.08 -2.31
F 5.23 -1.06 -3.39
C 2.33 -1.35 -2.74
N 1.41 -2.13 -1.91
C 0.04 -2.25 -2.44
C -0.74 -0.94 -2.42
C -2.16 -1.05 -2.98
F -2.29 -2.19 -3.72
F -2.44 -0.01 -3.79
C -3.20 -1.17 -1.85
F -2.77 -2.10 -0.97
F -4.36 -1.62 -2.37
C -3.51 0.19 -1.13
F -2.47 1.04 -1.21
F -4.53 0.77 -1.80
C -3.98 0.05 0.34
F -5.06 -0.73 0.39
F -4.36 1.30 0.72
C -2.88 -0.43 1.35
F -1.65 -0.44 0.80
F -3.18 -1.70 1.70
C -2.85 0.37 2.68
F -2.38 1.60 2.51
F -4.05 0.38 3.24
F -2.02 -0.28 3.50
H 4.08 -4.00 2.42
H 5.19 -5.30 2.77
H 3.43 -5.55 2.87
H 5.19 -5.39 0.45
H 3.82 -6.50 0.75
H 3.51 -3.53 0.32
H 3.43 -4.67 -1.03
H 1.67 -5.08 1.42
H 1.54 -5.80 -0.17
H 0.84 -0.03 0.10
H 2.92 2.60 -2.23
H 1.64 2.23 -3.35
H 0.10 3.02 -1.27
H 0.52 3.95 -2.68
H 2.53 4.23 -0.70
H 1.05 6.07 0.27
H -0.25 4.96 -0.19
H 0.78 3.21 1.23
H -1.10 4.86 1.94
H 0.20 5.58 2.97
H -0.26 3.88 3.14
H 2.48 3.80 2.51
H 3.90 -1.24 -1.23
H 2.94 -2.05 -3.31
H 1.85 -0.69 -3.45
H 0.09 -2.66 -3.44
H -0.48 -2.99 -1.83
H -0.22 -0.19 -3.01
H -0.83 -0.60 -1.39
Cl -8.72 2.71 2.64
C -6.96 2.78 2.42
C -6.24 3.17 3.69
Cl -6.56 4.86 4.15
H -6.75 3.48 1.62
H -6.63 1.79 2.11
H -5.17 3.08 3.55
H -6.54 2.54 4.52

These are the Mulliken partial charges, in e, on atoms 1 to 6: C -1.03; C -0.74; C 0.07; C -0.70; O -0.29; N 1.41